(1)
Here is a structure of composition C34H26F4N5O2P2PdS2 at a distorted geometry from the OMol25 dataset. Energies are from the ωB97M-V functional and the def2-TZVPD basis.

The expectation value of S² is 3.800. The frontier orbital gap (alpha / beta) comes out at 6.94 / 5.30 eV. The highest occupied orbital energy (alpha / beta) comes out at -7.1 / -7.7 eV. The molar mass comes out at 845.11 g/mol. The value obtained for the largest force on an atom is 0.023 Eh/bohr. Its charge is 0. As for the multiplicity: 4.

Each line ends with the Mulliken spin population.
Atoms and positions in Å:
Pd1 -1.063 -0.299 0.775  1.066
N1 -1.552 -2.078 2.458  0.132
C1 -0.341 -2.745 2.847  0.016
C2 -0.123 -3.150 4.155  0.011
C3 1.074 -3.767 4.494  0.006
C4 2.040 -3.995 3.525  0.003
C5 1.824 -3.575 2.220  0.010
C6 0.638 -2.932 1.879  -0.015
P1 0.246 -2.179 0.261  0.267
C7 1.851 -2.074 -0.548  0.015
C8 2.122 -2.647 -1.784  0.015
C9 3.371 -2.470 -2.364  -0.006
C10 4.336 -1.707 -1.722  0.017
C11 4.061 -1.120 -0.493  -0.008
C12 2.821 -1.303 0.096  0.023
C13 -0.780 -3.507 -0.450  -0.061
C14 -0.264 -4.792 -0.601  -0.001
C15 -1.084 -5.830 -1.021  0.002
C16 -2.429 -5.597 -1.269  0.000
C17 -2.952 -4.319 -1.121  0.002
C18 -2.129 -3.275 -0.723  0.004
H1 -2.028 -1.681 3.256  -0.010
H2 -2.185 -2.685 1.947  -0.017
H3 -0.886 -2.980 4.907  -0.001
H4 1.245 -4.074 5.518  0.001
H5 2.973 -4.478 3.790  0.001
H6 2.589 -3.726 1.470  0.003
H7 1.354 -3.208 -2.303  0.001
H8 3.587 -2.921 -3.324  0.000
H9 5.303 -1.557 -2.187  0.001
H10 4.808 -0.511 0.001  0.000
H11 2.593 -0.837 1.048  0.002
H12 0.782 -4.981 -0.381  0.001
H13 -0.672 -6.823 -1.151  0.000
H14 -3.071 -6.412 -1.578  0.000
H15 -3.998 -4.135 -1.331  0.000
H16 -2.519 -2.270 -0.661  -0.011
C19 -1.621 5.975 1.739  0.001
C20 -2.281 4.710 1.243  0.004
O1 -1.703 3.602 1.970  0.003
P2 -2.134 2.104 1.713  -0.018
S1 -0.884 1.033 2.840  0.284
S2 -2.217 1.676 -0.241  0.204
O2 -3.613 2.079 2.332  0.000
C21 -4.751 1.344 1.840  0.002
C22 -4.690 -0.140 2.152  0.007
H17 -1.889 6.812 1.094  0.000
H18 -0.538 5.851 1.728  0.000
H19 -1.932 6.197 2.760  0.000
H20 -2.105 4.557 0.179  -0.002
H21 -3.358 4.718 1.421  -0.001
H22 -4.849 1.511 0.770  0.002
H23 -5.596 1.800 2.349  -0.001
H24 -3.742 -0.552 1.823  0.000
H25 -5.487 -0.658 1.616  0.000
H26 -4.799 -0.321 3.222  0.000
F1 1.220 1.387 -0.747  0.012
C23 1.517 2.275 -1.696  -0.028
C24 2.460 3.210 -1.395  0.071
F2 3.027 3.146 -0.194  0.008
C25 2.828 4.240 -2.290  -0.045
C26 2.138 4.192 -3.525  0.072
C27 1.213 3.236 -3.825  -0.021
F3 0.653 3.277 -5.030  -0.002
C28 0.848 2.207 -2.928  0.087
C29 -0.114 1.197 -3.249  0.137
C30 -0.403 0.119 -2.406  0.033
N2 -0.667 -0.831 -1.783  0.054
C31 -0.911 1.191 -4.437  -0.015
N3 -1.607 1.116 -5.354  0.051
F4 2.409 5.099 -4.454  0.007
C32 3.793 5.228 -1.975  0.388
C33 4.541 5.231 -0.762  -0.037
N4 5.195 5.272 0.188  0.156
C34 4.112 6.316 -2.840  -0.038
N5 4.394 7.233 -3.481  0.158

=====

(2)
Here is the ion C3H3N2O3P with charge -2 at a distorted geometry from the OMol25 dataset. Energies are from the ωB97M-V functional and the def2-TZVPD basis.

For the relative energy (zero: lowest compared OMol25 entry of this formula, charge and spin), the calculation gives 4.076 eV. The frontier orbital gap comes out at 5.64 eV. The highest occupied orbital energy comes out at 0.7 eV. The molar mass comes out at 146.04 g/mol. The value obtained for the largest force on an atom is 0.060 Eh/bohr. Its charge is -2.

Each line ends with the natural charge from an NBO analysis.
Atoms and positions in Å:
C1 -1.278 0.236 1.423  -0.291
C2 0.085 0.216 0.835  0.028
C3 -2.352 -0.123 -0.574  0.066
N1 -2.248 -0.047 0.618  -0.324
N2 0.204 0.188 -0.413  -0.729
O1 2.040 -1.566 -0.866  -1.242
O2 1.968 0.490 -2.439  -1.247
O3 2.705 0.819 0.005  -1.275
P1 1.950 -0.083 -1.037  2.440
H1 -1.607 -0.013 2.422  0.153
H2 1.012 0.244 1.594  0.198
H3 -2.478 -0.361 -1.568  0.222

=====

(3)
Here is a structure of composition C32H31FI2N4OSV at a distorted geometry from the OMol25 dataset. Energies are from the ωB97M-V functional and the def2-TZVPD basis.

The expectation value of S² is 3.808. For the relative energy (zero: lowest compared OMol25 entry of this formula, charge and spin), the calculation gives 1.358 eV. The frontier orbital gap (alpha / beta) comes out at 3.62 / 5.03 eV. The highest occupied orbital energy (alpha / beta) comes out at 0.0 / -1.4 eV. The molar mass comes out at 843.44 g/mol. The value obtained for the largest force on an atom is 0.064 Eh/bohr. Its charge is -2. As for the multiplicity: 4.

Each line ends with the Mulliken spin population.
Atoms and positions in Å:
V1 1.118 -0.082 0.491  2.048
C1 -3.953 2.566 -2.722  -0.001
C2 -2.588 3.248 -2.561  0.003
C3 -1.453 2.321 -3.010  -0.008
C4 -2.393 3.862 -1.176  0.005
C5 -2.314 5.247 -1.148  0.000
C6 -2.156 5.956 0.033  0.001
C7 -2.118 5.245 1.218  0.001
C8 -2.204 3.857 1.264  -0.001
C9 -2.124 3.257 2.665  0.002
C10 -0.676 2.970 3.089  -0.010
C11 -2.978 2.021 2.940  -0.006
C12 -2.300 3.111 0.049  0.006
N1 -2.146 1.758 0.050  -0.017
C13 -3.037 0.785 0.021  -0.001
C14 -4.457 0.939 0.051  0.006
C15 -5.320 -0.141 0.018  -0.001
C16 -4.848 -1.445 -0.048  0.001
C17 -3.465 -1.650 -0.078  -0.010
C18 -2.618 -0.578 -0.041  0.035
F1 -1.284 -0.823 -0.062  0.012
H1 -4.167 2.399 -3.783  0.000
H2 -4.745 3.194 -2.307  0.000
H3 -3.974 1.610 -2.209  0.001
H4 -2.585 4.096 -3.255  0.000
H5 -1.249 1.573 -2.247  0.033
H6 -0.546 2.906 -3.174  -0.002
H7 -1.714 1.816 -3.945  0.000
H8 -2.376 5.793 -2.085  0.000
H9 -2.079 7.037 0.027  0.000
H10 -2.018 5.789 2.154  0.000
H11 -2.499 4.046 3.329  0.000
H12 -0.290 2.078 2.587  -0.003
H13 -0.630 2.787 4.166  -0.003
H14 -0.028 3.822 2.863  0.001
H15 -2.566 1.143 2.450  0.007
H16 -4.005 2.163 2.601  0.001
H17 -2.999 1.834 4.018  -0.001
H18 -4.849 1.950 0.085  0.000
H19 -6.392 0.034 0.043  0.000
H20 -5.529 -2.287 -0.069  0.000
H21 -3.049 -2.649 -0.123  0.001
I1 1.473 -4.574 -1.989  0.002
C19 2.923 -3.430 -0.967  -0.008
C20 4.210 -3.914 -0.815  0.033
C21 5.149 -3.129 -0.165  0.005
I2 7.103 -3.933 0.054  0.000
C22 4.863 -1.847 0.343  -0.112
C23 5.764 -0.945 0.959  0.471
C24 5.276 0.302 1.388  -0.058
C25 3.951 0.627 1.247  0.187
N2 3.054 -0.212 0.666  0.099
C26 3.522 -1.409 0.190  0.135
C27 2.529 -2.185 -0.459  0.069
O1 1.320 -1.679 -0.555  -0.016
H22 4.477 -4.889 -1.195  0.012
H23 6.803 -1.206 1.098  0.045
H24 5.951 1.015 1.845  -0.002
H25 3.558 1.568 1.613  0.070
N3 2.297 0.902 -2.045  0.007
C28 2.053 1.972 -1.207  0.090
C29 2.620 3.216 -1.461  -0.040
C30 2.358 4.271 -0.603  0.055
C31 1.511 4.054 0.479  -0.033
C32 0.998 2.793 0.679  0.055
N4 1.280 1.743 -0.118  -0.191
H26 2.516 1.134 -2.997  0.002
H27 1.670 0.109 -1.936  0.021
H28 3.250 3.345 -2.332  -0.003
H29 2.798 5.242 -0.784  0.009
H30 1.237 4.855 1.150  -0.002
H31 0.326 2.573 1.494  0.081
S1 0.597 -0.517 2.500  -0.082

=====

(4)
Here is a cluster of 8 separate species, C51H80BrClO20 in total at a distorted geometry from the OMol25 dataset. Energies are from the ωB97M-V functional and the def2-TZVPD basis.

For the relative energy (zero: lowest compared OMol25 entry of this formula, charge and spin), the calculation gives 13.913 eV. The SMILES is C=CC(=O)OCCCCCC[C@@]1(Br)OC(=O)O[C@]1(Cl)CCCCCCCCCCOC.O=C1CCCO1.O=C1CCCO1.O=C1CCCO1.O=C1CCCO1.O=C1CCCO1.O=C1CCCO1.O=C1CCCO1. The frontier orbital gap comes out at 9.70 eV. The highest occupied orbital energy comes out at -9.4 eV. The molar mass comes out at 1128.54 g/mol. The value obtained for the largest force on an atom is 0.198 Eh/bohr. Its charge is 0.

Each line ends with the Mulliken charge.
Atoms and positions in Å:
C1 -8.158 -0.451 -4.283  -0.614
C2 -6.680 -0.633 -4.310  -0.088
C3 -5.602 -0.021 -3.237  0.408
O1 -5.132 1.229 -3.479  -0.459
O2 -5.108 -0.687 -2.020  -0.195
C4 -4.434 -1.961 -2.320  -0.349
C5 -2.783 -1.863 -2.258  0.143
C6 -2.221 -0.389 -1.796  -0.228
C7 -0.609 -0.411 -1.353  0.642
C8 -0.512 -0.411 0.295  0.351
C9 -0.920 1.098 0.849  0.225
C10 0.275 1.829 1.703  -0.177
Br1 0.565 1.294 3.623  0.038
O3 1.650 1.850 1.170  -0.280
C11 2.297 3.046 1.801  0.481
O4 3.602 3.413 1.749  -0.573
O5 1.245 3.820 2.531  -0.355
C12 0.041 3.481 1.722  0.488
Cl1 0.563 3.952 0.008  0.087
C13 -1.398 4.007 2.317  -0.611
C14 -2.043 5.292 1.520  0.304
C15 -3.170 4.853 0.379  -0.426
C16 -3.246 5.931 -0.884  -0.591
C17 -1.970 5.568 -1.881  0.952
C18 -2.153 6.138 -3.412  -0.486
C19 -0.661 6.252 -4.068  -0.423
C20 -0.372 5.297 -5.361  -0.560
C21 -1.208 3.893 -5.415  -0.714
C22 -1.080 2.945 -4.084  -0.469
O6 0.131 3.190 -3.286  0.212
C23 1.291 2.470 -3.860  -0.725
H1 -8.671 0.170 -3.430  0.246
H2 -8.823 -0.935 -5.127  0.230
H3 -6.228 -1.261 -5.214  0.261
H4 -4.774 -2.439 -3.352  0.227
H5 -4.764 -2.730 -1.489  0.205
H6 -2.320 -2.136 -3.310  0.314
H7 -2.423 -2.651 -1.437  -0.117
H8 -2.393 0.379 -2.671  -0.201
H9 -2.848 -0.018 -0.858  0.121
H10 -0.157 0.607 -1.714  -0.355
H11 -0.054 -1.336 -1.837  -0.225
H12 -1.326 -1.173 0.708  -0.255
H13 0.544 -0.762 0.667  -0.039
H14 -1.858 0.937 1.555  0.318
H15 -1.312 1.724 -0.068  -0.287
H16 -1.217 4.300 3.456  0.391
H17 -2.186 3.117 2.318  0.161
H18 -2.586 5.962 2.344  0.362
H19 -1.230 5.981 1.001  -0.518
H20 -4.254 4.735 0.853  0.349
H21 -2.850 3.771 0.010  -0.045
H22 -4.259 5.860 -1.467  0.370
H23 -3.050 7.005 -0.411  0.176
H24 -1.699 4.432 -1.805  -0.720
H25 -1.041 6.153 -1.414  -0.242
H26 -2.953 5.581 -4.057  0.242
H27 -2.554 7.257 -3.295  0.304
H28 -0.528 7.377 -4.445  0.468
H29 0.208 6.109 -3.262  0.059
H30 -0.467 5.930 -6.367  0.333
H31 0.783 4.999 -5.305  0.115
H32 -2.337 4.130 -5.710  0.316
H33 -0.778 3.268 -6.337  0.312
H34 -2.095 3.090 -3.475  0.145
H35 -1.115 1.810 -4.449  0.520
H36 2.218 3.209 -3.781  0.250
H37 1.108 2.184 -4.999  0.327
H38 1.435 1.482 -3.227  0.008
O7 0.307 -3.285 -2.086  -0.737
C24 1.312 -3.763 -1.587  0.222
C25 2.177 -3.093 -0.563  0.465
C26 3.431 -3.929 -0.612  -0.216
C27 2.909 -5.282 -1.021  -0.053
O8 1.786 -5.015 -1.859  -0.398
H39 1.687 -3.151 0.412  -0.217
H40 2.378 -2.054 -0.835  0.430
H41 3.981 -3.948 0.333  0.249
H42 4.102 -3.540 -1.387  0.005
H43 2.573 -5.875 -0.164  -0.210
H44 3.656 -5.855 -1.579  0.468
O9 6.730 -1.992 -3.712  -0.617
C28 5.588 -2.178 -4.097  0.370
C29 5.005 -1.655 -5.375  -0.395
C30 3.526 -1.837 -5.147  -0.343
C31 3.479 -3.024 -4.221  0.062
O10 4.665 -2.936 -3.434  -0.243
H45 5.367 -2.265 -6.208  0.242
H46 5.262 -0.604 -5.524  0.315
H47 2.956 -1.987 -6.068  0.376
H48 3.122 -0.954 -4.638  0.060
H49 3.490 -3.975 -4.763  0.176
H50 2.601 -2.998 -3.569  -0.084
O11 1.504 -2.073 2.847  -0.488
C32 2.510 -2.551 3.346  0.348
C33 3.375 -1.881 4.370  -0.064
C34 4.629 -2.718 4.322  -0.869
C35 4.107 -4.070 3.912  -0.376
O12 2.983 -3.803 3.075  -0.277
H51 2.884 -1.939 5.346  0.089
H52 3.575 -0.842 4.098  0.426
H53 5.179 -2.736 5.266  0.364
H54 5.300 -2.328 3.546  0.287
H55 3.771 -4.663 4.769  0.258
H56 4.854 -4.644 3.355  0.372
O13 -1.468 9.502 0.831  -0.605
C36 -0.463 9.024 1.330  0.411
C37 0.402 9.694 2.354  -0.424
C38 1.656 8.857 2.306  -0.550
C39 1.134 7.505 1.896  -0.261
O14 0.010 7.772 1.059  -0.241
H57 -0.089 9.635 3.330  0.252
H58 0.602 10.733 2.082  0.316
H59 2.206 8.838 3.250  0.342
H60 2.327 9.247 1.530  0.272
H61 0.798 6.912 2.753  0.161
H62 1.881 6.931 1.339  0.275
O15 2.602 -1.095 9.571  -0.602
C40 1.926 -0.693 8.639  0.400
C41 0.538 -0.138 8.748  -0.346
C42 0.066 -0.181 7.316  -0.616
C43 1.349 -0.023 6.542  0.847
O16 2.351 -0.648 7.342  -0.334
H63 0.591 0.886 9.128  0.245
H64 -0.086 -0.760 9.394  0.299
H65 -0.677 0.584 7.077  0.303
H66 -0.377 -1.161 7.105  0.299
H67 1.621 1.027 6.398  0.178
H68 1.298 -0.514 5.565  -0.740
O17 -3.539 -3.552 0.197  -0.503
C44 -3.176 -3.993 1.275  0.218
C45 -1.831 -4.587 1.562  0.693
C46 -2.071 -5.298 2.870  -0.527
C47 -3.160 -4.470 3.500  -0.429
O18 -3.935 -3.975 2.410  -0.384
H69 -1.099 -3.781 1.665  -0.422
H70 -1.531 -5.284 0.776  0.156
H71 -1.177 -5.380 3.494  0.356
H72 -2.441 -6.311 2.675  0.273
H73 -2.762 -3.618 4.062  0.205
H74 -3.794 -5.066 4.163  0.339
O19 2.031 -7.444 1.221  -0.669
C48 1.384 -8.060 0.390  0.589
C49 1.723 -9.421 -0.140  -0.471
C50 0.854 -9.507 -1.369  -0.565
C51 -0.319 -8.635 -1.005  -0.441
O20 0.216 -7.617 -0.159  -0.189
H75 1.450 -10.173 0.605  0.298
H76 2.783 -9.492 -0.393  0.256
H77 0.566 -10.529 -1.630  0.339
H78 1.385 -9.075 -2.226  0.243
H79 -1.088 -9.182 -0.449  0.296
H80 -0.777 -8.178 -1.887  0.327

=====

(5)
Here is a cluster of 3 separate species, C20H42O10 in total at a distorted geometry from the OMol25 dataset. Energies are from the ωB97M-V functional and the def2-TZVPD basis.

For the relative energy (zero: lowest compared OMol25 entry of this formula, charge and spin), the calculation gives 0.000 eV. The SMILES is CCCCO[C@@]1(C)COC(=O)O1.COCCOCCOC.COCCOCCOC. The frontier orbital gap comes out at 9.73 eV. The highest occupied orbital energy comes out at -9.3 eV. The molar mass comes out at 442.55 g/mol. The value obtained for the largest force on an atom is 0.021 Eh/bohr. Its charge is 0.

Each line ends with the Mulliken charge.
Atoms and positions in Å:
C1 0.368 1.166 -1.591  -1.249
C2 -0.123 -0.200 -2.061  0.179
C3 -0.550 -0.230 -3.548  -0.788
C4 -1.741 -1.156 -3.845  -0.559
O1 -2.963 -0.505 -4.183  -0.524
C5 -3.640 0.167 -3.173  1.709
C6 -3.854 -0.601 -1.870  -1.693
C7 -3.205 1.635 -3.001  -0.438
O2 -4.421 2.363 -2.898  -0.364
C8 -5.447 1.500 -3.130  0.542
O3 -6.586 1.702 -2.826  -0.533
O4 -4.969 0.403 -3.754  -0.482
H1 -0.343 1.962 -1.824  0.253
H2 0.570 1.157 -0.518  0.314
H3 1.321 1.415 -2.067  0.332
H4 0.686 -0.924 -1.924  0.382
H5 -0.947 -0.553 -1.432  -0.066
H6 -0.731 0.781 -3.919  0.384
H7 0.296 -0.610 -4.128  0.501
H8 -1.875 -1.839 -3.004  0.224
H9 -1.516 -1.777 -4.713  0.370
H10 -3.383 -1.580 -1.858  0.409
H11 -4.916 -0.746 -1.678  0.411
H12 -3.434 -0.043 -1.029  0.277
H13 -2.542 1.796 -2.153  0.044
H14 -2.682 1.938 -3.912  0.357
C9 0.357 -2.412 3.870  -0.772
O5 -1.016 -2.717 3.773  -0.309
C10 -1.821 -1.691 3.225  -0.570
C11 -2.805 -2.208 2.198  -0.310
O6 -2.237 -2.693 0.994  -0.297
C12 -1.495 -3.900 1.003  -0.316
C13 -2.296 -5.160 1.245  -0.613
O7 -2.797 -5.241 2.565  -0.307
C14 -4.145 -5.642 2.670  -0.775
H15 0.576 -1.839 4.777  0.307
H16 0.902 -3.354 3.913  0.248
H17 0.707 -1.850 2.997  0.342
H18 -1.200 -0.911 2.771  0.316
H19 -2.402 -1.231 4.035  0.400
H20 -3.404 -1.347 1.888  0.401
H21 -3.493 -2.931 2.639  0.108
H22 -0.640 -3.842 1.680  0.106
H23 -1.093 -3.979 -0.011  0.392
H24 -1.631 -6.016 1.068  0.402
H25 -3.112 -5.214 0.515  0.335
H26 -4.760 -5.206 1.877  0.358
H27 -4.521 -5.287 3.629  0.241
H28 -4.241 -6.733 2.639  0.305
C15 3.092 3.684 3.232  -0.770
O8 4.168 3.208 2.455  -0.310
C16 4.059 1.860 2.041  -0.521
C17 4.414 1.667 0.582  -0.296
O9 3.517 2.242 -0.350  -0.329
C18 3.443 3.652 -0.479  -0.249
C19 4.656 4.318 -1.090  -0.645
O10 5.788 4.270 -0.242  -0.298
C20 6.995 3.911 -0.875  -0.788
H29 3.212 3.415 4.286  0.305
H30 3.081 4.771 3.149  0.243
H31 2.133 3.301 2.869  0.344
H32 3.047 1.479 2.220  0.294
H33 4.757 1.254 2.633  0.397
H34 4.351 0.592 0.391  0.399
H35 5.446 1.964 0.386  0.080
H36 3.165 4.128 0.463  0.124
H37 2.617 3.816 -1.176  0.377
H38 4.400 5.370 -1.273  0.392
H39 4.874 3.853 -2.057  0.356
H40 6.840 3.131 -1.628  0.365
H41 7.666 3.521 -0.110  0.240
H42 7.471 4.776 -1.349  0.304